This record from the Open Molecules 2025 dataset describes a cluster of 18 separate species, C99H168N13O31 in total at a distorted geometry. The level of theory is ωB97M-V with the def2-TZVPD basis set.

Output
HOMO-LUMO gap	6.22	eV
HOMO	-14.95	eV
largest force on an atom	6.2	eV/Å
charge	+5

Each atom is followed by the atoms it is bonded to, with distances in Å.
CARTESIAN COORDINATES (ANGSTROEM)
1 C 0.285 -5.857 4.501  N2 1.456, H8 1.066, H9 1.091, H10 1.106
2 N -0.078 -4.459 4.676  C1 1.456, C3 1.509, C4 1.505, C5 1.566
3 C 0.482 -3.769 5.895  N2 1.509, H11 1.086, H12 1.046, H13 1.133
4 C 0.279 -3.604 3.490  N2 1.505, H14 1.082, H15 1.082, H16 1.135
5 C -1.641 -4.393 4.758  N2 1.566, C6 1.525, H17 1.079, H18 1.094
6 C -2.562 -4.522 3.548  C5 1.525, O7 1.444, H19 1.146, H20 1.097
7 O -2.836 -5.909 3.253  C6 1.444, H21 1.003
8 H -0.042 -6.468 5.311  C1 1.066
9 H 1.371 -5.960 4.479  C1 1.091
10 H -0.085 -6.277 3.546  C1 1.106
11 H -0.039 -4.141 6.772  C3 1.086
12 H 0.465 -2.737 5.724  C3 1.046
13 H 1.585 -4.032 5.928  C3 1.133
14 H -0.422 -2.782 3.546  C4 1.082
15 H 0.065 -4.118 2.562  C4 1.082
16 H 1.282 -3.091 3.625  C4 1.135
17 H -1.816 -3.468 5.285  C5 1.079
18 H -1.967 -5.115 5.512  C5 1.094
19 H -2.050 -4.046 2.641  C6 1.146
20 H -3.502 -4.006 3.779  C6 1.097
21 H -2.680 -5.955 2.264  O7 1.003
22 C 1.437 -7.522 -0.773  N23 1.530, H29 1.081, H30 1.113, H31 1.149
23 N 1.987 -6.414 -1.674  C22 1.530, C24 1.511, C25 1.535, C26 1.470
24 C 3.318 -6.841 -2.248  N23 1.511, H32 1.125, H33 1.115, H34 1.092
25 C 1.005 -6.161 -2.827  N23 1.535, H35 1.122, H36 1.061, H37 1.093
26 C 2.086 -5.182 -0.878  N23 1.470, C27 1.572, H38 1.088, H39 1.077
27 C 3.105 -4.064 -1.305  C26 1.572, O28 1.411, H40 1.142, H41 1.058
28 O 2.825 -3.621 -2.615  C27 1.411, H42 1.020
29 H 0.941 -8.283 -1.358  C22 1.081
30 H 0.745 -7.111 -0.004  C22 1.113
31 H 2.352 -8.019 -0.287  C22 1.149
32 H 3.237 -7.881 -2.671  C24 1.125
33 H 4.104 -6.834 -1.457  C24 1.115
34 H 3.454 -6.237 -3.147  C24 1.092
35 H 0.024 -5.919 -2.341  C25 1.122
36 H 1.061 -7.036 -3.424  C25 1.061
37 H 1.332 -5.273 -3.374  C25 1.093
38 H 2.424 -5.506 0.104  C26 1.088
39 H 1.061 -4.854 -0.843  C26 1.077
40 H 4.121 -4.584 -1.256  C27 1.142
41 H 3.026 -3.271 -0.609  C27 1.058
42 H 3.255 -2.733 -2.874  O28 1.020
43 C -4.803 12.507 -3.163  N44 1.536, H57 1.107, H58 1.157, H59 1.070
44 N -3.438 11.914 -2.785  C43 1.536, C45 1.368, C49 1.350
45 C -3.421 11.087 -1.695  N44 1.368, C46 1.355, H60 1.139
46 C -2.287 10.526 -1.211  C45 1.355, C47 1.410, H61 1.063
47 C -1.063 10.858 -1.828  C46 1.410, C48 1.369, C50 1.500
48 C -1.101 11.549 -3.009  C47 1.369, C49 1.377, H62 1.109
49 C -2.284 12.090 -3.463  N44 1.350, C48 1.377, H63 1.141
50 C 0.197 10.363 -1.182  C47 1.500, C51 1.377, C55 1.383
51 C 0.817 11.236 -0.317  C50 1.377, C52 1.335, H64 1.041
52 C 1.810 10.759 0.436  C51 1.335, N53 1.357, H65 1.078
53 N 2.283 9.490 0.341  C52 1.357, C54 1.318, C56 1.452
54 C 1.745 8.691 -0.559  N53 1.318, C55 1.365, H66 1.087
55 C 0.648 9.059 -1.283  C50 1.383, C54 1.365, H67 1.070
56 C 3.245 9.027 1.324  N53 1.452, H68 1.083, H69 1.087, H70 1.081
57 H -5.469 12.255 -2.316  C43 1.107
58 H -5.176 11.890 -4.069  C43 1.157
59 H -4.768 13.572 -3.263  C43 1.070
60 H -4.378 11.009 -1.083  C45 1.139
61 H -2.330 10.009 -0.283  C46 1.063
62 H -0.159 11.713 -3.572  C48 1.109
63 H -2.249 12.695 -4.429  C49 1.141
64 H 0.518 12.218 -0.147  C51 1.041
65 H 2.295 11.394 1.159  C52 1.078
66 H 2.041 7.645 -0.558  C54 1.087
67 H 0.173 8.221 -1.749  C55 1.070
68 H 3.205 7.945 1.336  C56 1.083
69 H 2.884 9.306 2.311  C56 1.087
70 H 4.151 9.544 1.044  C56 1.081
71 C 2.584 -5.302 -7.864  N72 1.491, H85 1.078, H86 1.079, H87 1.111
72 N 2.693 -3.878 -7.437  C71 1.491, C73 1.319, C77 1.335
73 C 2.611 -3.589 -6.152  N72 1.319, C74 1.371, H88 1.071
74 C 2.847 -2.353 -5.607  C73 1.371, C75 1.388, H89 1.032
75 C 3.217 -1.364 -6.507  C74 1.388, C76 1.379, C78 1.493
76 C 3.317 -1.652 -7.852  C75 1.379, C77 1.383, H90 1.011
77 C 2.975 -2.910 -8.312  N72 1.335, C76 1.383, H91 1.057
78 C 3.436 -0.022 -5.890  C75 1.493, C79 1.378, C83 1.391
79 C 4.635 0.637 -6.053  C78 1.378, C80 1.392, H92 1.068
80 C 5.033 1.635 -5.169  C79 1.392, N81 1.324, H93 1.037
81 N 4.192 2.038 -4.229  C80 1.324, C82 1.360, C84 1.475
82 C 2.939 1.510 -4.182  N81 1.360, C83 1.379, H94 1.128
83 C 2.535 0.423 -4.928  C78 1.391, C82 1.379, H95 1.053
84 C 4.628 2.956 -3.160  N81 1.475, H96 1.070, H97 1.047, H98 1.119
85 H 2.241 -5.836 -6.993  C71 1.078
86 H 3.495 -5.783 -8.185  C71 1.079
87 H 1.913 -5.460 -8.736  C71 1.111
88 H 2.176 -4.334 -5.519  C73 1.071
89 H 2.684 -2.213 -4.597  C74 1.032
90 H 3.719 -0.978 -8.490  C76 1.011
91 H 2.972 -3.187 -9.332  C77 1.057
92 H 5.297 0.330 -6.832  C79 1.068
93 H 5.885 2.223 -5.241  C80 1.037
94 H 2.227 1.876 -3.388  C82 1.128
95 H 1.521 0.176 -4.788  C83 1.053
96 H 5.059 3.867 -3.520  C84 1.070
97 H 5.291 2.372 -2.599  C84 1.047
98 H 3.796 3.255 -2.474  C84 1.119
99 C -2.418 -2.465 -5.458  N100 1.465, H113 1.116, H114 1.091, H115 1.081
100 N -3.172 -3.599 -5.996  C99 1.465, C101 1.353, C105 1.379
101 C -3.615 -4.545 -5.137  N100 1.353, C102 1.366, H116 1.081
102 C -4.280 -5.646 -5.599  C101 1.366, C103 1.384, H117 1.080
103 C -4.440 -5.883 -6.954  C102 1.384, C104 1.381, C106 1.489
104 C -3.960 -4.919 -7.818  C103 1.381, C105 1.356, H118 1.100
105 C -3.343 -3.808 -7.349  N100 1.379, C104 1.356, H119 1.114
106 C -4.998 -7.187 -7.405  C103 1.489, C107 1.396, C111 1.415
107 C -5.777 -7.274 -8.561  C106 1.396, C108 1.377, H120 1.104
108 C -6.452 -8.392 -8.995  C107 1.377, N109 1.351, H121 1.138
109 N -6.191 -9.534 -8.323  C108 1.351, C110 1.362, C112 1.428
110 C -5.371 -9.568 -7.237  N109 1.362, C111 1.359, H122 1.049
111 C -4.766 -8.437 -6.785  C106 1.415, C110 1.359, H123 1.077
112 C -6.798 -10.786 -8.643  N109 1.428, H124 1.127, H125 1.123, H126 1.090
113 H -2.316 -1.646 -6.210  C99 1.116
114 H -1.462 -2.742 -5.012  C99 1.091
115 H -3.014 -1.988 -4.693  C99 1.081
116 H -3.247 -4.507 -4.121  C101 1.081
117 H -4.568 -6.366 -4.848  C102 1.080
118 H -3.953 -5.043 -8.911  C104 1.100
119 H -2.676 -3.166 -7.970  C105 1.114
120 H -5.920 -6.349 -9.147  C107 1.104
121 H -7.069 -8.508 -9.945  C108 1.138
122 H -5.148 -10.469 -6.746  C110 1.049
123 H -4.125 -8.484 -5.921  C111 1.077
124 H -6.494 -11.589 -7.912  C112 1.127
125 H -6.387 -11.082 -9.646  C112 1.123
126 H -7.883 -10.713 -8.709  C112 1.090
127 C -4.189 -10.924 3.509  C128 1.558, H138 1.127, H139 1.084, H140 1.113
128 C -3.754 -9.432 3.398  C127 1.558, C129 1.519, N133 1.486, C137 1.487
129 C -3.511 -8.939 1.982  C128 1.519, C130 1.529, H141 1.113, H142 1.122
130 C -4.705 -8.590 1.094  C129 1.529, C131 1.493, H143 1.075, H144 1.119
131 C -5.467 -7.552 1.849  C130 1.493, C132 1.591, H145 1.069, H146 1.103
132 C -5.950 -8.037 3.285  C131 1.591, N133 1.443, C135 1.533, C136 1.508
133 N -4.824 -8.592 3.996  C128 1.486, C132 1.443, O134 1.196
134 O -4.681 -8.316 5.152  N133 1.196
135 C -6.999 -9.152 3.213  C132 1.533, H147 1.114, H148 1.075, H149 1.047
136 C -6.513 -6.880 4.071  C132 1.508, H150 1.137, H151 1.080, H152 1.050
137 C -2.514 -9.268 4.203  C128 1.487, H153 1.094, H154 1.151, H155 1.071
138 H -3.453 -11.533 2.913  C127 1.127
139 H -5.248 -11.074 3.335  C127 1.084
140 H -4.049 -11.364 4.521  C127 1.113
141 H -2.934 -9.762 1.503  C129 1.113
142 H -2.873 -8.024 2.109  C129 1.122
143 H -5.316 -9.453 0.898  C130 1.075
144 H -4.221 -8.178 0.173  C130 1.119
145 H -6.322 -7.060 1.437  C131 1.069
146 H -4.766 -6.722 2.035  C131 1.103
147 H -7.278 -9.621 4.184  C135 1.114
148 H -6.879 -9.981 2.538  C135 1.075
149 H -7.851 -8.704 2.801  C135 1.047
150 H -7.460 -6.479 3.588  C136 1.137
151 H -5.719 -6.150 4.136  C136 1.080
152 H -6.769 -7.123 5.060  C136 1.050
153 H -2.405 -9.606 5.237  C137 1.094
154 H -2.296 -8.138 4.170  C137 1.151
155 H -1.785 -9.743 3.577  C137 1.071
156 C 0.949 -1.829 1.051  C157 1.632, H167 1.096, H168 1.083, H169 1.043
157 C 0.922 -0.628 -0.054  C156 1.632, C158 1.542, N162 1.441, C166 1.498
158 C 1.122 -1.333 -1.411  C157 1.542, C159 1.533, H170 1.123, H171 1.096
159 C 0.022 -2.282 -1.900  C158 1.533, C160 1.485, H172 1.080, H173 1.096
160 C -1.209 -1.453 -1.949  C159 1.485, C161 1.507, H174 1.102, H175 1.129
161 C -1.571 -0.665 -0.717  C160 1.507, N162 1.514, C164 1.554, C165 1.525
162 N -0.364 0.020 -0.110  C157 1.441, C161 1.514, O163 1.213
163 O -0.439 1.047 0.530  N162 1.213
164 C -2.258 -1.494 0.404  C161 1.554, H176 1.098, H177 1.022, H178 1.094
165 C -2.465 0.495 -1.140  C161 1.525, H179 1.071, H180 1.074, H181 1.071
166 C 2.000 0.405 0.065  C157 1.498, H182 1.063, H183 1.093, H184 1.105
167 H 0.189 -2.581 0.806  C156 1.096
168 H 0.748 -1.423 2.035  C156 1.083
169 H 1.869 -2.320 1.055  C156 1.043
170 H 2.049 -1.951 -1.266  C158 1.123
171 H 1.252 -0.555 -2.172  C158 1.096
172 H 0.000 -3.111 -1.209  C159 1.080
173 H 0.268 -2.641 -2.906  C159 1.096
174 H -2.065 -2.025 -2.342  C160 1.102
175 H -1.100 -0.719 -2.800  C160 1.129
176 H -1.888 -1.021 1.324  C164 1.098
177 H -1.975 -2.476 0.394  C164 1.022
178 H -3.328 -1.473 0.177  C164 1.094
179 H -2.899 1.019 -0.314  C165 1.071
180 H -3.272 0.013 -1.660  C165 1.074
181 H -1.961 1.174 -1.798  C165 1.071
182 H 1.720 1.306 -0.424  C166 1.063
183 H 2.900 0.072 -0.457  C166 1.093
184 H 2.277 0.693 1.095  C166 1.105
185 C -1.337 5.906 -0.518  C186 1.471, H196 1.086, H197 1.095, H198 1.074
186 C -2.147 5.491 0.637  C185 1.471, C187 1.583, N191 1.530, C195 1.596
187 C -3.059 4.263 0.230  C186 1.583, C188 1.490, H199 1.097, H200 1.086
188 C -3.562 3.558 1.443  C187 1.490, C189 1.558, H201 1.085, H202 1.069
189 C -2.416 3.091 2.390  C188 1.558, C190 1.524, H203 1.072, H204 1.089
190 C -1.757 4.331 2.981  C189 1.524, N191 1.517, C193 1.574, C194 1.499
191 N -1.202 4.958 1.716  C186 1.530, C190 1.517, O192 1.167
192 O -0.075 5.010 1.421  N191 1.167
193 C -0.419 3.954 3.720  C190 1.574, H205 1.124, H206 1.059, H207 1.090
194 C -2.666 5.230 3.763  C190 1.499, H208 1.083, H209 1.112, H210 1.024
195 C -2.887 6.828 1.095  C186 1.596, H211 1.091, H212 1.091, H213 1.037
196 H -2.049 6.114 -1.310  C185 1.086
197 H -0.629 5.154 -0.881  C185 1.095
198 H -0.805 6.793 -0.226  C185 1.074
199 H -2.423 3.472 -0.187  C187 1.097
200 H -3.761 4.590 -0.531  C187 1.086
201 H -4.205 2.757 1.093  C188 1.085
202 H -4.312 4.173 1.893  C188 1.069
203 H -1.627 2.441 2.067  C189 1.072
204 H -2.859 2.549 3.223  C189 1.089
205 H 0.105 4.901 4.024  C193 1.124
206 H 0.222 3.471 3.031  C193 1.059
207 H -0.481 3.407 4.661  C193 1.090
208 H -3.636 5.296 3.287  C194 1.083
209 H -2.164 6.222 3.801  C194 1.112
210 H -2.806 4.855 4.706  C194 1.024
211 H -3.515 7.054 0.233  C195 1.091
212 H -2.090 7.572 1.140  C195 1.091
213 H -3.437 6.687 1.962  C195 1.037
214 C 4.702 4.448 3.776  C215 1.570, H225 1.097, H226 1.156, H227 1.095
215 C 5.047 3.932 2.334  C214 1.570, C216 1.514, N220 1.603, C224 1.494
216 C 5.287 4.983 1.271  C215 1.514, C217 1.487, H228 1.103, H229 1.087
217 C 6.050 4.533 0.076  C216 1.487, C218 1.525, H230 1.114, H231 1.100
218 C 7.457 4.067 0.434  C217 1.525, C219 1.536, H232 1.101, H233 1.094
219 C 7.420 2.869 1.395  C218 1.536, N220 1.604, C222 1.523, C223 1.605
220 N 6.454 3.222 2.626  C215 1.603, C219 1.604, O221 1.145
221 O 6.740 2.857 3.672  N220 1.145
222 C 8.820 2.607 1.934  C219 1.523, H234 1.046, H235 1.122, H236 1.138
223 C 6.856 1.552 0.672  C219 1.605, H237 1.106, H238 1.107, H239 1.116
224 C 4.097 2.871 1.883  C215 1.494, H240 1.104, H241 1.110, H242 1.075
225 H 4.356 3.797 4.588  C214 1.097
226 H 3.896 5.268 3.667  C214 1.156
227 H 5.588 4.939 4.190  C214 1.095
228 H 5.890 5.758 1.773  C216 1.103
229 H 4.341 5.423 0.967  C216 1.087
230 H 6.215 5.388 -0.618  C217 1.114
231 H 5.524 3.826 -0.582  C217 1.100
232 H 7.988 4.954 0.811  C218 1.101
233 H 7.975 3.727 -0.468  C218 1.094
234 H 9.221 3.488 2.331  C222 1.046
235 H 9.472 2.334 1.063  C222 1.122
236 H 8.935 1.732 2.653  C222 1.138
237 H 5.877 1.594 0.161  C223 1.106
238 H 6.878 0.680 1.354  C223 1.107
239 H 7.531 1.312 -0.184  C223 1.116
240 H 4.064 1.929 2.458  C224 1.104
241 H 4.233 2.500 0.846  C224 1.110
242 H 3.092 3.250 1.870  C224 1.075
243 C 0.078 8.438 6.613  C244 1.612, H254 1.110, H255 1.137, H256 1.078
244 C 1.568 7.932 6.961  C243 1.612, C245 1.530, N249 1.409, C253 1.535
245 C 1.829 7.986 8.468  C244 1.530, C246 1.490, H257 1.079, H258 1.094
246 C 0.933 7.110 9.275  C245 1.490, C247 1.522, H259 1.041, H260 1.122
247 C 1.096 5.688 8.760  C246 1.522, C248 1.569, H261 1.161, H262 1.123
248 C 0.905 5.466 7.218  C247 1.569, N249 1.523, C251 1.555, C252 1.494
249 N 1.572 6.612 6.468  C244 1.409, C248 1.523, O250 1.182
250 O 2.055 6.368 5.417  N249 1.182
251 C -0.559 5.353 6.705  C248 1.555, H263 1.077, H264 1.108, H265 1.080
252 C 1.651 4.233 6.826  C248 1.494, H266 1.102, H267 1.054, H268 1.047
253 C 2.543 8.816 6.171  C244 1.535, H269 1.126, H270 1.097, H271 1.113
254 H -0.691 7.738 7.002  C243 1.110
255 H -0.003 8.400 5.479  C243 1.137
256 H -0.110 9.336 7.179  C243 1.078
257 H 1.735 9.051 8.617  C245 1.079
258 H 2.886 7.739 8.606  C245 1.094
259 H 0.004 7.523 9.052  C246 1.041
260 H 1.188 7.173 10.366  C246 1.122
261 H 0.347 4.994 9.314  C247 1.161
262 H 2.095 5.260 9.040  C247 1.123
263 H -0.791 4.322 6.914  C251 1.077
264 H -0.718 5.743 5.680  C251 1.108
265 H -1.257 5.876 7.342  C251 1.080
266 H 1.513 4.031 5.751  C252 1.102
267 H 1.269 3.503 7.483  C252 1.054
268 H 2.681 4.286 7.004  C252 1.047
269 H 3.605 8.594 6.472  C253 1.126
270 H 2.467 9.884 6.411  C253 1.097
271 H 2.390 8.526 5.107  C253 1.113
272 O -1.621 -8.323 -2.604  C273 1.411, H276 1.007
273 C -2.318 -7.412 -3.425  O272 1.411, O274 1.234, O275 1.238
274 O -2.749 -6.407 -2.854  C273 1.234
275 O -2.420 -7.865 -4.573  C273 1.238
276 H -1.104 -8.934 -3.215  O272 1.007
277 O -1.394 0.593 5.505  C278 1.410, H281 0.885
278 C -0.770 -0.075 4.433  O277 1.410, O279 1.280, O280 1.223
279 O -0.326 -1.250 4.680  C278 1.280
280 O -0.679 0.497 3.355  C278 1.223
281 H -1.545 0.047 6.184  O277 0.885
282 O -1.525 -5.079 -0.909  C283 1.330, H286 1.021
283 C -1.409 -5.541 0.333  O282 1.330, O284 1.243, O285 1.295
284 O -0.432 -5.196 1.019  C283 1.243
285 O -2.409 -6.262 0.728  C283 1.295
286 H -2.179 -5.691 -1.401  O282 1.021
287 O 5.623 -1.861 -1.551  C288 1.413, H291 0.967
288 C 4.887 -0.875 -2.244  O287 1.413, O289 1.255, O290 1.266
289 O 5.254 0.317 -2.108  C288 1.255
290 O 3.877 -1.378 -2.818  C288 1.266
291 H 6.437 -1.371 -1.370  O287 0.967
292 O -0.131 3.783 -3.612  C293 1.328, H296 0.987
293 C -0.005 2.559 -3.114  O292 1.328, O294 1.220, O295 1.274
294 O -0.697 1.650 -3.541  C293 1.220
295 O 0.937 2.374 -2.275  C293 1.274
296 H 0.510 4.318 -3.085  O292 0.987
297 O 2.214 3.868 -0.278  C298 1.343, H301 0.974
298 C 2.258 5.135 -0.718  O297 1.343, O299 1.207, O300 1.255
299 O 1.679 5.241 -1.773  C298 1.207
300 O 2.816 5.984 0.019  C298 1.255
301 H 1.798 3.374 -1.008  O297 0.974
302 O -1.550 -5.896 -6.417  C303 1.347, H306 1.007
303 C -0.387 -5.224 -6.316  O302 1.347, O304 1.249, O305 1.271
304 O 0.589 -5.679 -5.684  C303 1.249
305 O -0.393 -4.158 -7.009  C303 1.271
306 H -1.547 -6.538 -5.641  O302 1.007
307 O 1.926 6.421 2.605  C308 1.429, H311 0.970
308 C 0.850 7.356 2.691  O307 1.429, O309 1.235, O310 1.241
309 O 0.497 7.877 1.629  C308 1.235
310 O 0.202 7.405 3.748  C308 1.241
311 H 2.029 6.143 1.681  O307 0.970